Density functional theory data (ωB97M-V/def2-TZVPD) for a structure of composition C28H34BrN3ORhSSb at a distorted geometry.

```
70
Properties=species:S:1:pos:R:3:nbo_charge:R:1
Rh -0.0480 -0.2997 -0.1703 0.962
Br 5.7971 0.0088 4.3248 0.243
C 4.5571 -0.0764 2.9284 0.022
C 5.0182 -0.2366 1.6171 -0.295
C 4.0902 -0.3016 0.6129 -0.168
C 2.6906 -0.2082 0.8606 0.423
O 1.9038 -0.2386 -0.1539 -0.632
C 2.2169 -0.0559 2.2323 -0.135
C 0.8517 -0.0033 2.6285 -0.012
N -0.2184 0.0253 1.8075 -0.538
C -1.5246 -0.0245 2.2253 0.186
C -1.9867 0.0424 3.5415 -0.245
C -3.3535 -0.0379 3.8087 -0.163
C -4.2876 -0.1819 2.8063 -0.203
C -3.8661 -0.2637 1.4634 -0.077
C -4.7323 -0.4430 0.3662 -0.081
C -4.2172 -0.5297 -0.9076 -0.261
C -2.8420 -0.4343 -1.1004 0.054
N -1.9962 -0.2580 -0.0874 -0.441
C -2.4805 -0.1803 1.1848 0.114
C 3.1867 0.0163 3.2251 -0.192
H 6.0750 -0.3062 1.4064 0.259
H 4.3992 -0.4347 -0.4165 0.241
H 0.6678 -0.0340 3.6965 0.203
H -1.2911 0.1560 4.3607 0.226
H -3.6866 0.0034 4.8372 0.242
H -5.3420 -0.2430 3.0403 0.239
H -5.7989 -0.5142 0.5378 0.245
H -4.8643 -0.6766 -1.7608 0.253
H -2.3998 -0.5130 -2.0862 0.221
H 2.8786 0.1518 4.2536 0.243
C -0.8092 5.1809 1.7510 -0.644
C 0.2498 4.9990 0.6789 -0.440
C 1.6619 5.1570 1.2134 -0.642
Sb -0.0015 3.0096 -0.3122 1.336
C -2.0640 3.1634 -1.1714 -0.448
C -2.1889 4.4359 -1.9905 -0.643
C -3.1238 3.0830 -0.0792 -0.646
C 1.4864 3.0231 -1.9970 -0.430
C 1.3852 4.3320 -2.7566 -0.646
C 2.8797 2.7775 -1.4438 -0.646
H -0.7024 6.1778 2.1860 0.244
H -0.6907 4.4571 2.5589 0.216
H -1.8204 5.1072 1.3555 0.216
H 0.0757 5.6800 -0.1588 0.231
H 1.8678 4.4472 2.0160 0.215
H 1.7716 6.1621 1.6282 0.244
H 2.4173 5.0457 0.4374 0.214
H -2.1047 2.2827 -1.8135 0.217
H -2.0353 5.3289 -1.3826 0.216
H -3.2087 4.4859 -2.3837 0.248
H -1.5114 4.4644 -2.8412 0.219
H -3.2992 4.0621 0.3635 0.224
H -2.8698 2.3902 0.7218 0.213
H -4.0685 2.7524 -0.5167 0.237
H 1.1590 2.1794 -2.6066 0.222
H 1.6352 5.1872 -2.1265 0.217
H 0.4082 4.4938 -3.2061 0.219
H 2.1160 4.3056 -3.5703 0.250
H 3.2234 3.6143 -0.8373 0.215
H 3.5800 2.6692 -2.2759 0.240
H 2.9294 1.8682 -0.8512 0.217
S 0.9498 -4.8570 -0.4450 0.556
C -0.6446 -4.6205 0.1294 -0.419
C -0.9884 -3.3143 0.0310 -0.055
N -0.0050 -2.5088 -0.4900 -0.505
C 1.0714 -3.1951 -0.7776 -0.145
H -1.2396 -5.4390 0.4999 0.274
H -1.9456 -2.9022 0.3114 0.227
H 1.9634 -2.7608 -1.2035 0.246
```

The charge is +2. The HOMO-LUMO gap (spin up / spin down) comes out at 5.331 / 4.575 eV. Its spin multiplicity is 5.



Density functional theory data (ωB97M-V/def2-TZVPD) for a structure of composition C17H24BN14V.

```
57
Properties=species:S:1:pos:R:3:nbo_charge:R:1
V 0.4429 1.4429 -0.0012 1.250
C 0.3060 -2.7043 0.0628 -0.282
C -0.0040 -1.5202 -0.5784 0.049
N 0.6442 -0.5027 0.0220 -0.327
N 1.3939 -1.0201 1.0346 -0.331
C 1.1935 -2.3467 1.0673 0.072
B 2.2819 -0.0834 1.9286 0.879
N 1.3962 0.8114 2.8153 -0.356
C 1.2346 0.2770 4.1583 0.056
C -0.2437 0.0738 4.2457 -0.171
C -0.7753 0.6579 3.1366 -0.022
N 0.1933 1.0898 2.2671 -0.303
N 3.1099 0.8282 1.0210 -0.326
C 4.4140 1.0865 0.8891 0.085
C 4.5854 2.1401 0.0010 -0.280
C 3.3098 2.4736 -0.4031 0.051
N 2.4053 1.6968 0.2280 -0.347
N 2.9385 -0.9195 3.0251 -0.308
C 3.8597 -1.8807 3.2111 0.054
C 3.7046 -2.4138 4.4790 -0.275
C 2.6371 -1.7301 5.0536 0.077
N 2.1827 -0.8561 4.1552 -0.114
H -0.0469 -3.6935 -0.1744 0.287
H -0.6491 -1.3350 -1.4222 0.254
H 1.7059 -2.9740 1.7796 0.252
H 1.5824 0.9804 4.9243 0.268
H -0.7830 -0.2904 5.1068 0.275
H -1.8211 0.7850 2.8967 0.253
H 5.1535 0.5182 1.4325 0.255
H 5.5156 2.5865 -0.3067 0.287
H 2.9848 3.2334 -1.0956 0.250
H 4.5673 -2.1299 2.4349 0.266
H 4.2939 -3.1889 4.9394 0.295
H 2.1991 -1.8122 6.0368 0.278
N -4.1917 3.8491 -0.7045 -0.553
N -3.0178 3.5443 -0.0982 0.237
N -2.7657 3.9482 1.1368 -0.201
C -1.6285 3.3454 1.3976 0.194
N -1.2327 2.5895 0.3509 -0.386
N -2.1412 2.7604 -0.6192 -0.033
H -4.5812 4.7022 -0.3171 0.431
H -4.1160 3.8334 -1.7146 0.417
H -1.0977 3.4501 2.3266 0.255
C 1.6002 1.2928 -3.5666 -0.604
C 0.2878 1.8524 -3.0059 0.044
C -0.9223 1.0719 -3.5212 -0.611
C 0.1582 3.3558 -3.2591 -0.608
N 0.3602 1.6596 -1.5574 -0.065
H 1.5800 1.4054 -4.6510 0.267
H 1.7118 0.2325 -3.3404 0.227
H 2.4659 1.8388 -3.1930 0.220
H -1.0122 1.2463 -4.5933 0.265
H -1.8438 1.4032 -3.0438 0.231
H -0.7939 -0.0012 -3.3776 0.217
H 0.1150 3.5199 -4.3356 0.265
H 1.0187 3.9041 -2.8740 0.222
H -0.7541 3.7548 -2.8197 0.223
```

The charge is +3. The HOMO-LUMO gap (spin up / spin down) comes out at 6.614 / 7.681 eV. The relative energy (zero: lowest compared OMol25 entry of this formula, charge and spin) is 0.0 kJ/mol. Its spin multiplicity is 2.



Density functional theory data (ωB97M-V/def2-TZVPD) for a structure of composition C13H40ClFN13NbO10PS at a distorted geometry.

```
81
Properties=species:S:1:pos:R:3:mulliken_charge:R:1
C 1.3178 4.1467 -0.7731 -1.046
C 0.7570 3.2806 -1.8677 0.537
O 0.3764 3.7616 -2.9326 -0.608
N 0.6933 1.8786 -1.6680 -0.042
C 1.7006 1.2756 -0.8277 -0.103
C 1.5802 1.2059 0.6505 0.186
O 2.6617 0.7483 -1.3859 -0.851
Nb -1.2239 0.9819 -1.7762 -0.636
Cl -0.4289 -0.8115 -3.1937 -0.503
C -3.2865 0.1000 -1.8652 -0.814
C -3.8514 -0.6697 -0.6593 0.568
C -5.2698 -0.2896 -0.2348 -1.432
F -3.8540 -2.0579 -1.0233 -0.475
P -2.3145 2.7877 -0.2606 0.619
O -2.1476 4.2872 -0.8606 -0.536
O -3.9317 2.6416 -0.3214 -0.501
S -1.7333 2.7749 1.6033 -0.450
H 2.3923 3.9839 -0.6678 0.390
H 1.1344 5.1777 -1.0804 0.309
H 0.8346 3.9608 0.1824 0.256
H 2.4914 0.7361 1.0139 -0.025
H 0.7101 0.6169 0.9551 0.158
H 1.4641 2.1682 1.1386 0.201
H -1.9427 2.0751 -3.0605 0.093
H -1.0867 0.0070 -0.2226 0.188
H -3.2398 -0.6023 -2.7055 0.802
H -3.9912 0.8833 -2.1456 0.437
H -3.1792 -0.5834 0.1950 0.299
H -5.7258 0.3728 -0.9744 0.247
H -5.2713 0.2433 0.7158 0.322
H -5.8895 -1.1828 -0.1607 0.497
H -1.9354 4.8684 -0.1148 0.344
H -4.2926 3.2600 -0.9682 0.278
C 0.7411 -2.3677 -7.2525 0.559
O 0.7093 -2.6988 -8.4279 -0.675
N 1.9120 -2.3374 -6.5352 -0.309
N -0.3633 -1.9984 -6.5456 -0.218
H 1.9544 -2.0466 -5.5763 0.166
H 2.7512 -2.5926 -7.0164 0.187
H -1.2418 -1.9851 -7.0247 0.157
H -0.3185 -1.7440 -5.5751 0.186
C 6.3379 0.2708 -1.3497 0.650
O 6.2495 1.0670 -0.4349 -0.599
N 7.5391 -0.3313 -1.6677 -0.441
N 5.2785 -0.1120 -2.1240 -0.279
H 7.6418 -0.9969 -2.4082 0.144
H 8.3362 -0.0767 -1.1180 0.223
H 4.3597 0.2753 -1.9507 0.418
H 5.3749 -0.7719 -2.8718 0.151
C 4.0295 -1.5221 2.1161 0.689
O 4.5351 -0.6270 2.7753 -0.688
N 3.2280 -2.4778 2.6982 -0.417
N 4.1992 -1.6816 0.7716 -0.296
H 2.7765 -3.2034 2.1769 0.148
H 3.0426 -2.3922 3.6780 0.213
H 4.7490 -1.0149 0.2543 0.131
H 3.7810 -2.4440 0.2762 0.134
C -7.3632 -1.7847 -2.8371 0.635
O -7.7929 -1.9600 -1.7101 -0.634
N -8.1971 -1.5875 -3.9152 -0.398
N -6.0270 -1.7732 -3.1157 -0.260
H -7.8643 -1.4374 -4.8472 0.154
H -9.1819 -1.5879 -3.7361 0.224
H -5.3864 -1.9235 -2.3523 0.173
H -5.6569 -1.6166 -4.0328 0.163
C 2.2297 1.0147 4.6318 0.483
O 2.0091 0.9722 3.4393 -0.495
N 3.4588 0.6972 5.1455 -0.319
N 1.2578 1.3692 5.5429 -0.506
H 3.6778 0.7365 6.1227 0.158
H 4.1700 0.4534 4.4661 0.298
H 0.3600 1.6325 5.1777 0.167
H 1.4249 1.4354 6.5313 0.249
C -0.0378 -1.2864 8.3042 0.581
O 0.5297 -0.5108 9.0599 -0.660
N -0.8888 -2.2577 8.7672 -0.390
N 0.1346 -1.2340 6.9544 -0.335
H -1.3711 -2.8971 8.1661 0.164
H -1.0339 -2.3060 9.7566 0.227
H 0.7427 -0.5146 6.6035 0.206
H -0.3149 -1.8515 6.3056 0.172
```

The charge is -1. The HOMO-LUMO gap comes out at 6.923 eV.



Question: charge of number 3 (C13H40ClFN13NbO10PS)?
Answer: -1



Question: Number 2 is which compound?
Answer: C17H24BN14V



Question: Look up the charge of the third one.
Answer: -1